{
  "formula": "C27H28BN9W",
  "method": "ωB97M-V/def2-TZVPD",
  "species": ["H", "H", "B", "N", "C", "H", "C", "C", "N", "C", "H", "H", "C", "H", "C", "W", "C", "H", "C", "H", "N", "N", "C", "H", "H", "N", "C", "H", "C", "C", "H", "H", "C", "H", "H", "H", "N", "N", "H", "C", "H", "H", "C", "C", "C", "N", "N", "C", "C", "H", "C", "H", "H", "H", "H", "H", "C", "H", "C", "C", "C", "C", "C", "H", "C", "H"],
  "xyz": [[-1.9296, -2.6633, 1.5444], [-2.8162, 2.6544, -2.6304], [1.3916, 1.3155, 0.9219], [1.5232, -0.4439, -0.8279], [-3.6661, 0.1564, -0.8377], [0.9514, -5.5523, -0.9135], [-2.1791, -4.3923, -1.5069], [-1.1380, -0.8733, 2.4140], [2.1971, 0.3033, 0.1014], [-3.0641, -2.0599, -1.3422], [-0.7644, 4.7415, -1.6061], [4.2509, 0.6905, 0.4821], [3.9674, 3.7666, 4.4039], [3.3124, 3.1457, -0.2025], [3.7075, -0.5526, -1.2730], [-0.6319, -0.5169, -0.6107], [0.4022, 0.4676, 3.2635], [3.0868, 4.1247, 4.9517], [-1.1237, -5.2886, -1.3744], [4.2936, 2.8653, 4.9388], [2.4086, 2.3050, 1.5949], [0.5089, 2.1796, -0.0368], [-2.2382, -1.8511, 2.2051], [-3.1167, -1.3659, 1.7759], [4.6429, -0.8088, -1.7403], [2.5570, 2.4442, 2.8578], [-4.9815, -0.0738, -1.1592], [-1.9398, 1.1614, -2.9992], [-0.5982, -0.4311, 3.6030], [-0.6484, -2.5436, -1.0637], [1.3843, -3.1480, -0.6635], [2.4317, -2.7272, -2.8570], [0.3860, -3.4829, -0.9112], [0.9076, 4.2006, 0.4490], [-6.3586, -1.5554, -1.8898], [1.0511, 1.0410, 3.8999], [0.4822, 0.5719, 1.9352], [-0.4770, -0.2598, 1.3874], [4.7521, 4.5165, 4.4265], [0.3835, 3.5084, -0.1904], [-3.3276, 1.1225, -0.4838], [-1.3054, -6.3467, -1.5091], [3.5218, 0.2141, -0.1529], [3.5793, 3.4047, 3.0478], [-0.4820, 3.7732, -1.2297], [-0.3262, 1.5660, -0.9428], [-2.7261, -0.8098, -0.9299], [-1.9529, -3.0368, -1.3336], [-5.3346, -1.3421, -1.6121], [-1.4457, 2.6824, -3.7298], [3.3091, 3.1493, 0.8760], [-2.5245, -2.2784, 3.1627], [-4.6450, -3.3191, -2.0548], [1.0481, -1.6874, -3.1816], [-3.1655, -4.7822, -1.7167], [-0.8961, -0.7193, 4.5964], [-4.3742, -2.3347, -1.7039], [2.6540, -1.2393, -3.7636], [4.0371, 3.8341, 1.7849], [0.1495, -4.8390, -1.0489], [2.1082, -1.6893, -2.9346], [-0.9069, 2.5288, -1.6851], [-1.8281, 2.2316, -2.8139], [-5.7107, 0.7175, -1.0630], [2.4252, -0.9297, -1.6934], [4.8111, 4.5601, 1.5953]],
  "forces_ev_per_a": [[0.0, 0.0, 0.0], [0.0, 0.0, 0.0], [0.2, 0.4, 0.2], [-0.2, 0.1, -0.1], [0.0, -0.1, 0.0], [0.0, 0.0, 0.0], [0.1, -0.1, 0.1], [0.0, 0.0, 0.1], [0.0, -0.1, 0.0], [-0.1, 0.0, -0.1], [0.0, 0.0, 0.0], [0.0, 0.0, 0.0], [0.0, 0.0, -0.1], [0.0, 0.0, 0.0], [0.0, 0.0, 0.1], [0.2, -0.5, 0.6], [0.0, 0.0, 0.0], [0.0, 0.0, 0.0], [0.0, 0.0, 0.0], [0.0, 0.0, 0.0], [0.0, -0.1, -0.2], [-0.1, -0.3, 0.0], [0.0, 0.0, 0.0], [0.0, 0.0, 0.0], [0.0, 0.0, 0.0], [0.1, 0.1, 0.1], [0.0, 0.0, 0.0], [0.0, 0.0, 0.0], [0.0, 0.0, 0.0], [0.1, 0.1, 0.0], [0.0, 0.0, 0.0], [0.0, 0.0, 0.0], [0.0, 0.1, 0.0], [0.0, 0.0, 0.0], [0.0, 0.0, 0.0], [0.0, 0.0, 0.0], [0.0, -0.1, 0.0], [0.1, 0.0, -0.3], [0.0, 0.0, 0.0], [0.0, 0.0, 0.0], [0.0, 0.0, 0.0], [0.0, 0.0, 0.0], [-0.1, 0.0, 0.0], [-0.3, -0.2, 0.0], [0.0, 0.0, 0.1], [0.0, 0.2, -0.3], [0.0, 0.1, 0.0], [-0.2, 0.1, -0.2], [0.0, 0.0, 0.0], [0.0, 0.0, 0.0], [-0.1, -0.1, 0.2], [0.0, 0.0, 0.0], [0.0, 0.0, 0.0], [0.0, 0.0, 0.0], [0.0, 0.0, 0.0], [0.0, 0.0, 0.0], [0.1, 0.0, 0.0], [0.0, 0.0, 0.0], [0.2, 0.2, -0.1], [0.0, -0.1, 0.0], [-0.1, 0.0, 0.0], [0.0, 0.1, 0.0], [0.0, -0.1, -0.1], [0.0, 0.0, 0.0], [0.2, 0.0, 0.0], [0.0, 0.0, 0.0]],
  "mulliken_spin": [-0.0136, 0.0018, 0.0447, 0.0232, 0.0171, 0.0003, 0.0091, -0.0318, -0.0417, 0.0250, 0.0003, 0.0034, 0.0004, -0.0049, -0.0115, 1.9497, 0.0170, 0.0421, -0.0141, 0.0437, 0.2190, -0.0542, 0.0540, -0.0069, 0.0005, 0.3213, -0.0145, -0.0003, -0.0080, -0.1535, 0.0037, 0.0021, -0.0176, 0.0015, -0.0005, -0.0009, -0.0466, 0.1284, -0.0019, 0.0203, 0.0178, -0.0002, 0.0335, 0.2593, -0.0130, 0.1068, -0.1132, 0.0600, 0.0241, 0.0012, 0.1227, 0.0007, 0.0002, -0.0062, -0.0001, 0.0001, -0.0108, 0.0026, 0.0143, -0.0009, 0.0001, -0.0120, 0.0069, 0.0005, -0.0022, 0.0017],
  "fmax_ev_per_a": 0.8,
  "orbital_gap_ev": [6.76, 5.10],
  "e_lumo_ev": [-10.2, -11.8],
  "s_squared": 3.776,
  "total_energy_ha": -1629.5519,
  "multiplicity": 4,
  "total_charge": 3
}

{
  "formula": "C9H14O",
  "method": "ωB97M-V/def2-TZVPD",
  "species": ["H", "C", "H", "H", "O", "C", "C", "C", "H", "H", "H", "H", "C", "H", "C", "H", "H", "C", "H", "C", "H", "C", "H", "H"],
  "xyz": [[-1.2816, -1.5720, 1.1565], [0.1844, 1.5980, 0.1795], [0.1377, -2.2101, 1.8802], [0.0090, -1.3145, -3.2392], [2.1206, 2.7859, 0.7137], [1.9829, 1.7597, -1.4565], [-1.4212, -1.6065, 3.3717], [-0.6708, -0.5667, -2.8416], [1.7081, 0.6333, -3.2337], [2.9413, 2.1732, -1.7328], [-2.4603, -1.3030, 3.3452], [-0.2211, 1.9903, 1.0935], [0.0261, 0.4046, -1.9245], [-1.5155, -1.0491, -2.3640], [1.4702, 1.9674, -0.1823], [3.0463, 2.8430, 0.4585], [-1.0178, -0.0318, -3.7269], [-0.5036, 0.7716, -0.6944], [-1.4642, 0.3787, -0.3931], [-0.9462, -2.1298, 2.0308], [-1.3565, -2.4037, 4.1192], [1.2809, 0.8869, -2.2729], [-0.7959, -0.8329, 3.8017], [-1.2526, -3.1727, 1.9116]],
  "forces_ev_per_a": [[-0.3, 0.1, 0.2], [0.5, -0.4, -0.7], [0.0, 0.4, 0.5], [0.1, -0.2, 0.2], [0.2, -0.2, 0.0], [-0.3, -1.1, 0.6], [0.4, -0.6, 0.5], [0.0, 0.5, -0.3], [0.0, -0.1, -0.1], [0.1, 0.0, -0.1], [-0.1, 0.3, 0.0], [-0.1, -0.2, 0.3], [0.3, -0.7, 0.2], [-0.1, -0.1, 0.0], [-0.1, 1.7, 0.2], [0.0, 0.1, 0.0], [-0.3, 0.0, 0.0], [-0.2, 0.0, 0.1], [-0.2, 0.1, -0.1], [0.5, -0.7, -0.7], [-0.1, -0.1, -0.1], [0.1, 0.6, -0.4], [0.0, 0.5, -0.3], [-0.4, 0.1, -0.2]],
  "mulliken_charge": [0.0436, -0.6841, 0.2739, 0.3653, -0.5392, -0.5526, -0.8750, -1.4658, 0.3600, 0.2942, 0.2874, 0.4262, 0.5288, 0.3458, 0.6711, 0.3008, 0.3141, -0.2300, 0.3809, -0.6023, 0.2929, -0.5388, 0.2787, 0.3242],
  "fmax_ev_per_a": 1.7,
  "orbital_gap_ev": 9.27,
  "e_lumo_ev": 0.9,
  "smiles": "Cc1ccc(O)cc1.CC",
  "relative_energy_ev": 0.357,
  "total_energy_ha": -426.5597
}

{
  "formula": "C24H42AsCrN9O3",
  "method": "ωB97M-V/def2-TZVPD",
  "species": ["H", "N", "O", "N", "H", "H", "H", "H", "H", "H", "H", "H", "H", "H", "C", "H", "H", "C", "H", "C", "N", "C", "C", "H", "C", "C", "H", "C", "H", "O", "H", "H", "C", "H", "C", "N", "H", "As", "C", "H", "C", "Cr", "H", "N", "N", "H", "H", "C", "H", "H", "H", "N", "H", "H", "H", "H", "C", "H", "H", "N", "C", "C", "H", "C", "H", "H", "H", "H", "C", "C", "C", "N", "H", "H", "C", "C", "H", "C", "C", "O"],
  "xyz": [[-2.6048, -2.7175, 4.6801], [-3.8143, -2.0701, 3.0843], [-3.0311, -1.7269, 0.7126], [-0.0841, 1.5475, -1.4353], [0.6195, 4.3556, -0.0194], [-3.1539, 1.9189, -1.4759], [-5.0016, 3.1316, 2.5818], [-3.2397, 4.4976, 3.6074], [-0.2652, -2.8890, 3.4447], [1.6065, 1.6986, 3.3779], [-2.6543, -4.0150, 1.9161], [2.7383, 0.4728, -2.9653], [-3.8953, 4.0547, -0.1141], [-3.8299, -3.8842, 4.1494], [2.3581, 2.1328, 2.7206], [3.0322, 3.2255, -1.0000], [-1.5123, -0.8884, 2.7227], [-1.8328, -1.3924, 0.6964], [4.0875, 2.3901, 0.1455], [4.7861, 0.4404, -2.3295], [-0.9054, 2.3379, -3.5798], [2.9397, -0.4571, -1.0448], [-1.1781, 2.9990, 3.4933], [3.2337, 1.4831, 2.7055], [-3.1180, -3.1296, 3.8037], [-0.5280, 1.8964, -2.4693], [-4.7342, -0.1176, 1.8742], [3.8562, -0.8271, -0.0562], [-0.4160, 3.7089, 1.2544], [-1.2410, -0.9172, -0.3126], [-0.4443, 3.7715, 3.2419], [3.4517, 4.0108, 0.5433], [1.5146, -0.8801, -0.9573], [-4.3095, 0.8753, -0.6453], [-4.6249, -1.1843, 3.6013], [-2.2892, 2.9855, 2.5615], [-5.7141, -0.6243, 5.2415], [1.6838, 2.2898, 0.8987], [5.2127, -0.5773, -0.2015], [-3.5131, -1.9330, 2.0788], [-4.4742, 3.8546, 1.9540], [0.2590, 0.3647, 0.0534], [-2.6447, 4.9915, 2.0259], [-5.0433, -0.1665, 2.8338], [0.3252, -0.9401, 1.7551], [5.1446, 0.9230, -3.2299], [-5.0897, 4.7509, 1.8875], [-3.3187, 1.3260, -0.5741], [1.0409, -0.9197, -1.9388], [1.4362, -1.8806, -0.5245], [0.9528, -1.6660, 1.4207], [-3.2754, 2.1849, 0.6072], [2.6508, 3.1085, 3.1070], [-5.1701, 2.8795, 0.1576], [-1.5595, 3.2013, 4.4947], [-0.6856, 2.0328, 3.4875], [0.6140, 3.9174, 0.9778], [0.7292, -0.5943, 2.6188], [5.9059, -0.8999, 0.5652], [-3.2093, 2.2696, -4.4879], [-2.1260, -3.7749, 2.8407], [3.2390, 3.0606, 0.0537], [-2.5784, 0.5372, -0.5131], [-2.2606, 2.1297, 1.4939], [6.7453, 0.2285, -1.4743], [-4.8353, -2.0858, 5.4147], [-1.8053, -4.7252, 3.2687], [-5.7817, 0.4441, 3.1310], [-1.0125, -1.5268, 1.9919], [-3.1328, 4.1746, 2.5717], [-4.2457, 3.2788, 0.5752], [-5.0156, -1.2515, 4.8843], [3.5063, -1.3737, 0.8152], [1.0569, 4.6220, 1.6815], [-0.8699, -2.9578, 2.5337], [3.4288, 0.1979, -2.1759], [-0.2760, -3.5314, 1.8149], [-2.1421, 2.2763, -4.0453], [5.6858, 0.0511, -1.3468], [-1.3323, 1.2944, 1.4012]],
  "forces_ev_per_a": [[0.0, 0.0, 0.0], [-0.1, 0.0, 0.6], [0.1, 0.1, -0.3], [-0.2, 0.1, -0.2], [0.0, 0.0, 0.0], [0.0, 0.0, 0.0], [0.0, 0.0, 0.0], [0.0, 0.0, 0.0], [0.0, 0.0, 0.0], [0.0, 0.0, 0.0], [0.0, 0.0, 0.0], [0.0, 0.0, 0.0], [0.0, 0.0, 0.0], [0.0, 0.0, 0.0], [0.0, 0.0, 0.0], [0.0, 0.0, -0.1], [0.0, 0.0, 0.0], [0.4, -0.1, -0.2], [0.1, -0.1, 0.0], [0.0, 0.1, 0.0], [0.3, 0.3, -0.3], [0.1, -0.3, -0.2], [0.0, 0.0, 0.2], [0.0, 0.0, 0.0], [-0.1, 0.1, 0.0], [-0.1, -0.1, 0.2], [0.0, 0.0, 0.0], [0.0, 0.0, 0.0], [0.2, 0.1, -0.2], [0.0, -0.3, 0.0], [-0.1, -0.1, 0.2], [0.1, 0.0, 0.0], [0.1, 0.3, 0.4], [0.0, 0.0, 0.0], [0.1, -0.2, 0.0], [0.1, 0.0, -0.1], [0.0, 0.0, 0.0], [0.1, 0.1, 0.1], [0.0, 0.0, 0.0], [-0.1, -0.1, -0.3], [0.0, 0.0, 0.0], [-0.2, -0.4, 0.2], [0.0, 0.0, 0.0], [0.0, 0.1, 0.0], [0.0, 0.0, -0.1], [0.0, 0.0, 0.0], [0.0, 0.0, 0.0], [0.1, 0.0, 0.0], [-0.1, 0.1, 0.0], [-0.1, 0.0, 0.0], [0.1, 0.0, 0.0], [-0.1, 0.0, -0.1], [0.0, 0.0, 0.0], [0.0, 0.0, 0.0], [0.0, 0.0, 0.0], [0.0, 0.0, 0.0], [0.0, 0.0, -0.2], [0.0, 0.1, 0.0], [0.0, 0.0, 0.0], [0.0, 0.0, 0.0], [-0.1, 0.0, 0.0], [0.0, -0.1, -0.1], [-0.1, 0.2, -0.1], [-0.1, 0.2, 0.0], [0.0, 0.0, 0.0], [0.0, 0.0, 0.0], [0.0, 0.0, 0.0], [0.0, 0.0, 0.0], [0.0, 0.0, 0.1], [0.0, 0.0, 0.0], [0.0, 0.0, 0.0], [0.0, 0.0, 0.0], [0.0, 0.0, 0.0], [0.0, 0.0, 0.0], [0.0, 0.0, 0.0], [0.0, 0.0, 0.0], [0.0, 0.0, 0.0], [-0.1, -0.1, 0.1], [0.0, 0.1, 0.1], [0.2, -0.2, 0.0]],
  "mulliken_spin": [0.0000, 0.0000, 0.0034, -0.0439, -0.0003, 0.0007, 0.0000, -0.0001, -0.0001, 0.0000, 0.0001, 0.0003, 0.0000, 0.0000, -0.0006, -0.0004, 0.0014, -0.0043, -0.0003, 0.0031, 0.0024, 0.0449, 0.0002, 0.0002, -0.0001, 0.0087, 0.0000, -0.0203, 0.0033, -0.0060, -0.0004, 0.0003, -0.0710, 0.0001, 0.0000, 0.0008, 0.0000, 0.0209, 0.0029, -0.0002, 0.0001, 1.1085, 0.0000, -0.0001, -0.0120, -0.0001, 0.0000, 0.0010, -0.0087, -0.0066, -0.0015, 0.0001, -0.0005, 0.0000, 0.0000, 0.0004, -0.0076, -0.0006, -0.0001, 0.0011, 0.0002, 0.0047, 0.0007, -0.0046, -0.0002, 0.0000, 0.0000, 0.0000, -0.0086, 0.0002, -0.0001, 0.0000, -0.0008, -0.0008, 0.0011, -0.0084, -0.0008, -0.0002, -0.0030, 0.0019],
  "fmax_ev_per_a": 0.6,
  "orbital_gap_ev": [7.75, 7.74],
  "e_lumo_ev": [-2.6, -2.5],
  "s_squared": 0.762,
  "relative_energy_ev": 0.156,
  "total_energy_ha": -4938.3402,
  "multiplicity": 2,
  "total_charge": 1
}